(1)
DFT (wB97M-V/def2-TZVPD) results for C3H2Cl2O in the gas phase at a distorted geometry.

XYZ file:
```
8
Properties=species:S:1:pos:R:3:forces:R:3:mulliken_charge:R:1
Cl 1.486296 1.150104 -1.081635 -0.28 -0.10 0.06 -0.2001
Cl -2.059685 -0.030043 -1.285948 0.83 0.22 0.72 -0.1890
O 1.971749 -1.792363 0.671282 -0.11 0.58 0.36 -0.3278
C 1.296615 -0.891771 0.394922 -0.12 -1.46 -0.31 0.5257
C 0.516861 0.025851 -0.119812 -0.05 1.29 -0.47 0.0325
C -0.910473 0.352273 0.126955 -0.10 -0.44 -0.17 -0.4426
H -1.018833 1.418393 0.327900 -0.11 -0.18 -0.11 0.3043
H -1.282530 -0.232444 0.966336 -0.06 0.10 -0.07 0.2969
```
Positions in Å, forces in eV/Å.

Values from the calculation:
E_HOMO (eV): -9.404
Frontier orbital gap (eV): 9.2
Total charge: 0
Relative energy (zero: lowest compared OMol25 entry of this formula, charge and spin) (kJ/mol): 81.64
Largest force on an atom (eV/A): 1.50
SMILES: O=C=C(Cl)CCl
E_LUMO (Eh): -0.007
Calculated total energy (Ha): -1111.09549


(2)
DFT (wB97M-V/def2-TZVPD) results for C3H2ClFS2 in the gas phase at a distorted geometry.

XYZ file:
```
9
Properties=species:S:1:pos:R:3:forces:R:3:mulliken_charge:R:1
Cl -3.139164 -0.431711 0.016431 0.17 0.87 -0.20 -0.1335
S 1.190954 1.793964 -0.033963 1.21 0.76 -0.25 -0.2688
S 1.962867 -1.175204 0.095639 1.11 0.58 -0.17 -0.2388
F -1.509852 1.655644 0.213107 -1.63 -0.56 -0.60 -0.1594
C 0.895995 0.227559 -0.085451 -1.22 -1.43 0.82 0.5251
C -0.476267 -0.366348 -0.079216 0.15 -0.67 -1.08 -0.6179
C -1.608826 0.362153 -0.074159 1.50 -0.76 1.47 0.4982
H -0.526426 -1.484720 -0.172726 -0.26 1.35 0.04 0.2278
H 3.210717 -0.581337 0.120339 -1.03 -0.13 -0.03 0.1673
```
Positions in Å, forces in eV/Å.

Values from the calculation:
E_HOMO (eV): -8.759
Frontier orbital gap (eV): 8.0
Total charge: 0
Relative energy (zero: lowest compared OMol25 entry of this formula, charge and spin) (kJ/mol): 25.94
Largest force on an atom (eV/A): 2.23
SMILES: F/C(Cl)=C\C(=S)S
E_LUMO (Eh): -0.030
Calculated total energy (Ha): -1471.88997


(3)
DFT (wB97M-V/def2-TZVPD) results for 2 unconnected molecules or ions with the total composition C3H2ClNO at a distorted geometry.

XYZ file:
```
8
Properties=species:S:1:pos:R:3:forces:R:3:mulliken_charge:R:1
Cl -2.877110 -1.138818 -0.047723 0.03 0.06 -0.04 -0.1914
O -1.070094 1.862403 -0.108346 -0.06 -0.35 0.03 -0.3766
N 1.154085 0.208271 0.239738 0.59 0.23 0.20 -0.3470
C 2.257977 0.171708 -0.033516 0.31 -0.05 -0.04 -0.0353
C -1.217524 -0.583141 0.063031 -1.21 -1.42 -0.01 -0.4929
C -1.051114 0.704058 -0.014961 -0.14 1.38 -0.09 0.7744
H 3.283464 0.120442 -0.283079 0.42 0.01 -0.11 0.3225
H -0.479686 -1.344921 0.184855 0.07 0.14 0.05 0.3462
```
Positions in Å, forces in eV/Å.

Values from the calculation:
E_HOMO (eV): -8.566
Frontier orbital gap (eV): 9.1
Total charge: 0
Relative energy (zero: lowest compared OMol25 entry of this formula, charge and spin) (kJ/mol): 166.11
Largest force on an atom (eV/A): 1.86
SMILES: O=C=CCl.C#N
E_LUMO (Eh): 0.021
Calculated total energy (Ha): -705.62084


(4)
DFT (wB97M-V/def2-TZVPD) results for 2 unconnected molecules or ions with the total composition C3H2ClNO2 at a distorted geometry.

XYZ file:
```
9
Properties=species:S:1:pos:R:3:forces:R:3:mulliken_charge:R:1
Cl -1.527778 -1.638404 0.207475 0.22 -0.06 -0.43 -0.1423
O 0.737058 -1.476565 -2.691562 -0.25 0.10 0.21 -0.3312
O -0.834884 0.569760 2.255995 -0.80 -0.62 0.65 -0.4005
N 0.980402 1.489617 1.115037 0.59 0.63 -0.52 -0.4298
C 0.063858 -1.059829 -1.842954 0.78 -0.42 -0.80 0.7359
C 0.118335 0.917755 1.708725 0.12 0.52 0.10 0.5813
C -0.647421 -0.579325 -0.870503 -1.02 0.01 0.95 -0.6945
H -0.808244 0.472469 -0.728061 0.13 0.13 -0.19 0.4056
H 1.918675 1.304522 0.845848 0.22 -0.30 0.04 0.2756
```
Positions in Å, forces in eV/Å.

Values from the calculation:
E_HOMO (eV): -9.230
Frontier orbital gap (eV): 9.3
Total charge: 0
Relative energy (zero: lowest compared OMol25 entry of this formula, charge and spin) (kJ/mol): 133.93
Largest force on an atom (eV/A): 1.39
SMILES: O=C=CCl.N=C=O
E_LUMO (Eh): 0.001
Calculated total energy (Ha): -780.90021


(5)
DFT (wB97M-V/def2-TZVPD) results for C3H2ClNO2 in the gas phase at a distorted geometry.

XYZ file:
```
9
Properties=species:S:1:pos:R:3:forces:R:3:mulliken_charge:R:1
Cl -2.909661 -0.567092 0.121771 3.64 0.39 -0.22 0.0013
O -0.239985 -1.374224 0.017421 -0.53 -0.68 0.15 -0.3271
O -0.950607 2.005284 -0.040950 -0.12 0.38 0.01 -0.6104
N -1.073711 -0.284968 -0.063252 -3.46 -0.79 -0.06 0.1778
C 0.995647 -0.842489 0.016514 0.19 1.03 0.00 -0.2574
C 0.979783 0.500939 -0.027418 -0.03 -0.52 0.04 -0.4219
C -0.419322 0.927083 -0.035925 0.18 0.32 0.09 0.6500
H 1.807811 1.177720 -0.033495 0.18 0.09 0.00 0.3649
H 1.810041 -1.542257 0.045337 -0.04 -0.22 -0.01 0.4228
```
Positions in Å, forces in eV/Å.

Values from the calculation:
E_HOMO (eV): -9.649
Frontier orbital gap (eV): 8.6
Total charge: 0
Relative energy (zero: lowest compared OMol25 entry of this formula, charge and spin) (kJ/mol): 333.27
Largest force on an atom (eV/A): 3.66
SMILES: O=c1ccon1Cl
E_LUMO (Eh): -0.038
Calculated total energy (Ha): -780.82428


(6)
DFT (wB97M-V/def2-TZVPD) results for C3H2ClNO2 in the gas phase at a distorted geometry.

XYZ file:
```
9
Properties=species:S:1:pos:R:3:forces:R:3:mulliken_charge:R:1
Cl 2.444128 -0.296286 -0.014759 -0.91 -0.70 0.41 -0.1403
O -1.480420 -1.038716 -0.114327 1.34 2.25 1.72 -0.1612
O 0.364917 1.942748 -0.096973 -2.97 1.43 1.58 -0.5079
N -1.372938 0.440885 0.068472 -6.99 -2.33 -1.10 -0.3522
C -0.219119 -1.433041 0.080453 2.65 -5.14 -2.78 -0.0643
C -0.204647 0.681861 0.182658 8.52 2.55 -0.78 0.4934
C 0.745468 -0.502223 0.229410 -2.68 2.50 -0.40 0.1025
H 0.055672 -2.557114 -0.337097 -1.15 2.86 1.68 0.2668
H -0.333065 2.761884 0.002163 2.21 -3.41 -0.33 0.3631
```
Positions in Å, forces in eV/Å.

Values from the calculation:
E_HOMO (eV): -9.792
Frontier orbital gap (eV): 10.3
Total charge: 0
Relative energy (zero: lowest compared OMol25 entry of this formula, charge and spin) (kJ/mol): 343.28
Largest force on an atom (eV/A): 8.92
SMILES: Oc1nocc1Cl
E_LUMO (Eh): 0.019
Calculated total energy (Ha): -780.82047


(7)
DFT (wB97M-V/def2-TZVPD) results for 2 unconnected molecules or ions with the total composition C3H2ClNO3 at a distorted geometry.

XYZ file:
```
10
Properties=species:S:1:pos:R:3:forces:R:3:mulliken_charge:R:1
Cl -1.069623 1.329048 -3.886405 -0.90 2.23 -1.98 0.0774
O -0.077776 -1.036035 -3.580118 -0.39 0.47 0.44 -0.2903
O -1.743519 2.263546 -1.834645 -0.64 -1.31 2.51 -0.5068
O -2.980080 0.468819 -1.448918 -0.81 0.06 0.53 -0.5312
N -1.961373 1.123164 -1.213652 -0.20 2.06 -2.37 0.4845
C -0.570886 -0.015005 -3.310648 1.56 -2.94 1.85 0.5307
C -0.902292 0.551980 -0.686560 0.57 -0.43 -1.66 0.4287
C 0.031745 0.262612 0.144377 0.85 -0.70 -2.06 -0.7243
H 0.203102 0.692380 1.058776 -0.06 0.77 2.40 0.3228
H 0.853927 -0.292746 -0.302670 0.01 -0.22 0.35 0.2085
```
Positions in Å, forces in eV/Å.

Values from the calculation:
E_HOMO (alpha / beta) (eV): -8.743 / -9.001
Frontier orbital gap (alpha / beta) (eV): 6.9 / 7.7
Total charge: 0
Relative energy (zero: lowest compared OMol25 entry of this formula, charge and spin) (kJ/mol): 642.57
Largest force on an atom (eV/A): 3.81
E_LUMO (alpha / beta) (Eh): -0.066 / -0.049
Calculated total energy (Ha): -855.87308


(8)
DFT (wB97M-V/def2-TZVPD) results for C3H2ClNOS in the gas phase at a distorted geometry.

XYZ file:
```
9
Properties=species:S:1:pos:R:3:forces:R:3:mulliken_charge:R:1
Cl -2.986972 -0.933364 -0.199413 -1.10 0.47 0.31 -0.1460
S 2.277726 -0.889243 -0.257630 -0.89 -0.24 1.77 -0.2372
O -0.568364 -0.969915 -0.082470 4.30 -1.36 -0.07 -0.2234
N -1.201950 1.145015 -0.160077 0.00 -0.82 0.72 -0.5181
C -1.517744 -0.119094 -0.028169 -0.71 1.80 -1.45 0.5712
C 0.656916 -0.211844 -0.199571 -1.82 2.05 0.44 0.1320
C 0.187559 1.112885 -0.195603 -0.17 -2.81 0.45 -0.1363
H 0.752824 1.991077 -0.021205 0.48 0.63 -0.47 0.4014
H 2.400001 -1.125516 1.144141 -0.10 0.27 -1.71 0.1565
```
Positions in Å, forces in eV/Å.

Values from the calculation:
E_HOMO (eV): -9.401
Frontier orbital gap (eV): 9.8
Total charge: 0
Relative energy (zero: lowest compared OMol25 entry of this formula, charge and spin) (kJ/mol): 68.01
Largest force on an atom (eV/A): 4.51
SMILES: Sc1cnc(Cl)o1
E_LUMO (Eh): 0.015
Calculated total energy (Ha): -1103.85264


(9)
DFT (wB97M-V/def2-TZVPD) results for C3H2ClNOS2 in the gas phase.

XYZ file:
```
10
Properties=species:S:1:pos:R:3:forces:R:3:mulliken_charge:R:1
Cl -0.340282 1.317157 -2.215068 -0.02 0.05 -0.11 -0.1232
S -2.476431 0.037355 0.026785 0.47 -0.28 -0.30 -0.0720
S 2.106617 -1.616631 1.716333 -0.25 0.23 -0.25 -0.3201
O -0.195552 -0.478341 1.182695 0.35 -0.04 -0.11 -0.2190
N -0.808492 0.356165 0.220548 -0.08 -0.07 -0.31 0.0762
C 1.250451 -0.170376 -0.532787 -0.15 0.09 0.04 -0.4172
C 0.092357 0.438691 -0.840150 -0.20 -0.14 0.60 0.2679
C 1.088504 -0.762684 0.766979 -0.01 -0.12 0.20 0.2358
H 2.153051 -0.169066 -1.110706 0.08 -0.09 -0.04 0.4074
H -2.870224 1.047731 0.785371 -0.19 0.37 0.26 0.1640
```
Positions in Å, forces in eV/Å.

Values from the calculation:
E_HOMO (eV): -8.644
Frontier orbital gap (eV): 8.4
Total charge: 0
Relative energy (zero: lowest compared OMol25 entry of this formula, charge and spin) (kJ/mol): 259.36
Largest force on an atom (eV/A): 0.65
SMILES: S=c1cc(Cl)n(S)o1
E_LUMO (Eh): -0.010
Calculated total energy (Ha): -1501.99315


(10)
DFT (wB97M-V/def2-TZVPD) results for C3H2ClNOS2 in the gas phase at a distorted geometry.

XYZ file:
```
10
Properties=species:S:1:pos:R:3:forces:R:3:mulliken_charge:R:1
Cl -0.038284 2.374723 0.034233 0.17 -1.20 -0.20 -0.1298
S 2.101007 -1.499643 -0.032455 0.31 0.05 0.09 -0.0978
S 0.110605 -1.936642 0.023175 0.14 1.14 -0.19 -0.0258
O 2.812430 1.125550 -0.130205 1.49 0.85 -0.11 -0.4994
N -1.913476 -0.215917 0.081498 -1.83 -0.88 1.53 -0.4697
C 1.898846 0.375933 0.001372 -5.47 -0.78 -0.22 0.3532
C 0.356642 0.670315 -0.037694 5.70 3.47 0.24 0.0988
C -0.598358 -0.250666 0.106293 0.80 -4.32 0.70 0.3701
H -2.422802 -0.954750 0.592950 0.14 1.16 -0.75 0.2146
H -2.306610 0.311099 -0.639167 -1.45 0.50 -1.09 0.1858
```
Positions in Å, forces in eV/Å.

Values from the calculation:
E_HOMO (alpha / beta) (eV): -5.350 / -8.691
Frontier orbital gap (alpha / beta) (eV): 5.5 / 5.5
Total charge: 0
Relative energy (zero: lowest compared OMol25 entry of this formula, charge and spin) (kJ/mol): 0.00
Multiplicity: 3
Largest force on an atom (eV/A): 6.68
E_LUMO (alpha / beta) (Eh): 0.004 / -0.118
Calculated total energy (Ha): -1501.93698


(11)
DFT (wB97M-V/def2-TZVPD) results for 2 unconnected molecules or ions with the total composition C3H2ClNS at a distorted geometry.

XYZ file:
```
8
Properties=species:S:1:pos:R:3:forces:R:3:mulliken_charge:R:1
Cl 1.094261 -3.380078 3.289337 -0.56 -1.53 1.12 -0.0793
S -2.212286 -1.475322 -0.165893 -0.76 0.63 0.32 -0.3615
N 1.866029 -1.172511 1.868957 -0.32 -0.87 1.13 -0.3407
C 0.305932 -2.485492 -1.007760 0.31 1.86 1.38 -0.4845
C -0.808077 -1.954858 -0.556005 0.20 -1.68 -0.69 0.2974
C 1.553328 -2.052127 2.561742 0.87 2.43 -2.27 0.4292
H 1.012677 -1.634265 -0.971972 0.36 -0.74 -0.62 0.2506
H 0.637816 -3.470515 -0.711432 -0.10 -0.09 -0.37 0.2888
```
Positions in Å, forces in eV/Å.

Values from the calculation:
E_HOMO (eV): -8.645
Frontier orbital gap (eV): 8.7
Total charge: 0
Relative energy (zero: lowest compared OMol25 entry of this formula, charge and spin) (kJ/mol): 244.86
Largest force on an atom (eV/A): 3.44
SMILES: C=C=S.N#CCl
E_LUMO (Eh): 0.004
Calculated total energy (Ha): -1028.54822


(12)
DFT (wB97M-V/def2-TZVPD) results for a molecular structure, C3H2CuO2 at a distorted geometry.

XYZ file:
```
8
Properties=species:S:1:pos:R:3:forces:R:3:mulliken_charge:R:1
Cu 1.391735 1.511202 -0.377972 -0.58 -0.40 -0.26 0.6330
O -2.525062 0.735854 0.280423 1.66 -0.75 -1.20 -0.1726
O 1.850094 -0.024336 0.520174 -0.77 0.24 -0.69 -0.4336
C 0.673642 -0.646835 0.331805 0.04 -0.94 2.55 0.2670
C -1.514375 0.408570 -0.166553 -2.19 0.85 1.46 0.9270
C -0.273472 0.108658 -0.548124 2.86 -1.25 -2.15 -1.0205
H 0.148873 -0.895991 -1.225543 -1.51 2.35 0.67 0.4061
H 0.248565 -1.197123 1.185787 0.47 -0.10 -0.38 0.3937
```
Positions in Å, forces in eV/Å.

Values from the calculation:
E_HOMO (alpha / beta) (eV): -12.449 / -15.829
Frontier orbital gap (alpha / beta) (eV): 6.3 / 7.8
Total charge: +1
Relative energy (zero: lowest compared OMol25 entry of this formula, charge and spin) (kJ/mol): 26.80
Multiplicity: 3
Largest force on an atom (eV/A): 3.79
E_LUMO (alpha / beta) (Eh): -0.227 / -0.295
Calculated total energy (Ha): -1905.96668